1.
Molecular formula: C5H37N3O11
Method: DFT, ωB97M-V with the def2-TZVPD basis set

Computed properties:
Relative energy (zero: lowest compared OMol25 entry of this formula, charge and spin): 270.3 kJ/mol
Gap between HOMO and LUMO: 8.859 eV
Lowest unoccupied orbital energy: 0.02 eV
SMILES: NCCCCNCN.O.O.O.O.O.O.O.O.O.O.O

```
56
Properties=species:S:1:pos:R:3:nbo_charge:R:1
N -1.42009 3.33471 -2.20358 -0.8435
C -1.62908 1.89311 -2.11375 -0.2270
C -0.32296 1.07033 -1.80563 -0.4056
C -0.59496 -0.24546 -1.12019 -0.4345
C -0.83775 -0.08186 0.35602 -0.2057
N -0.82490 -1.33927 1.12120 -0.6792
C -0.90621 -1.18444 2.54678 -0.0590
N 0.38482 -0.84301 3.22897 -0.8833
H -0.86534 3.66478 -2.97669 0.3647
H -1.05448 3.63436 -1.30854 0.3497
H -2.55487 1.72452 -1.56030 0.1915
H -1.92968 1.52636 -3.13084 0.1848
H 0.31835 1.68538 -1.15970 0.1778
H 0.21008 0.98403 -2.76984 0.2220
H -1.36151 -0.77879 -1.71610 0.2176
H 0.25801 -0.96671 -1.26702 0.2032
H -0.09336 0.57325 0.83436 0.1598
H -1.82451 0.35877 0.44976 0.1699
H -1.38685 -2.10057 0.77664 0.3945
H -1.63506 -0.45844 2.93161 0.1953
H -0.99942 -2.22268 2.92909 0.1891
H 0.71311 0.07532 2.97334 0.3408
H 1.04169 -1.60390 3.18808 0.3644
O 2.58775 1.43190 0.89825 -0.9423
H 1.68589 1.17329 1.12217 0.4667
H 3.03649 1.14991 1.71516 0.4828
O -1.25241 2.66787 2.25412 -0.9449
H -0.38627 2.61905 2.70080 0.4675
H -0.99247 3.20737 1.49439 0.4794
O 2.73232 2.73136 -1.79496 -0.9504
H 2.73157 2.44763 -2.72276 0.4830
H 3.69341 2.73115 -1.70258 0.4724
O 1.92603 -2.96731 0.18694 -0.9705
H 1.85076 -2.40737 0.98140 0.4623
H 0.99108 -2.98315 -0.10936 0.5048
O -0.56559 -4.05983 0.16055 -0.9849
H -0.29920 -4.78417 0.72932 0.4769
H -1.29417 -4.39500 -0.39683 0.5097
O 1.17635 3.56366 1.26119 -0.9761
H 1.48026 2.97188 0.53190 0.4950
H 2.03506 3.73422 1.65706 0.4765
O 3.05324 -0.36318 -1.08137 -0.9745
H 2.55990 0.44704 -0.92779 0.4918
H 2.48928 -1.10011 -0.79248 0.4974
O -1.26420 -0.24020 5.30486 -0.9336
H -0.63945 0.40623 4.95517 0.4652
H -0.64832 -0.96830 5.50374 0.4698
O -3.92532 -1.47699 -1.20401 -0.9449
H -3.56419 -1.05838 -0.40886 0.4732
H -4.82108 -1.13912 -1.05085 0.4766
O 3.09172 -0.00468 -3.83159 -0.9907
H 3.64174 -0.73580 -4.09985 0.4661
H 3.07627 -0.08263 -2.85387 0.4949
O -2.18734 -3.94583 -1.97612 -0.9927
H -2.92061 -3.32109 -1.86883 0.5127
H -1.76355 -3.94924 -2.83861 0.4935
```

***

2.
Molecular formula: C39H21F15GeN5O2PRhS2
Method: DFT, ωB97M-V with the def2-TZVPD basis set

Computed properties:
Charge: +1
Gap between HOMO and LUMO: 6.552 eV
Lowest unoccupied orbital energy: -4.73 eV

```
87
Properties=species:S:1:pos:R:3:lowdin_charge:R:1
Rh 0.14873 -1.29904 -0.33601 0.4986
N -1.47270 -2.28051 -2.00480 0.0218
N -2.17049 -3.39043 -1.52932 -0.0250
C -2.14196 -3.71936 -0.24422 -0.7670
N -2.73656 -4.84672 0.14298 0.1322
S -1.42882 -2.71709 0.93733 0.7594
H -2.11181 -1.62334 -2.43807 0.0914
H -0.80178 -2.60868 -2.71815 0.0725
H -2.54016 -4.04585 -2.20531 0.1716
H -3.24801 -5.43196 -0.49751 0.1276
H -2.76425 -5.06011 1.12533 0.1080
O 0.57791 -3.78898 -3.05805 0.0249
C 1.27225 -3.20815 -2.22481 -0.7266
O 1.49623 -1.94868 -2.13705 -0.2032
C 1.89198 -4.00956 -1.06745 -0.1745
P 1.98652 -2.76735 0.28140 1.0536
C 1.73618 -3.65013 1.85151 -0.4015
C 1.93240 -2.92114 3.02590 -0.0986
C 1.78272 -3.52597 4.26137 -0.0574
C 1.41052 -4.86137 4.33949 -0.0584
C 1.19191 -5.58465 3.17660 -0.0633
C 1.34662 -4.98300 1.93610 -0.0934
C 3.75238 -2.34402 0.27007 -0.3409
C 4.64203 -3.23802 0.86615 -0.0784
C 6.00248 -3.07807 0.66618 -0.0595
C 6.47460 -2.02463 -0.10731 -0.0573
C 5.58855 -1.11316 -0.66056 -0.0559
C 4.22267 -1.26968 -0.47734 -0.0732
H 2.89382 -4.33143 -1.34911 0.1140
H 1.28549 -4.88198 -0.84352 0.0808
H 2.21994 -1.87740 2.96534 0.0886
H 1.96100 -2.95949 5.16592 0.1134
H 1.28364 -5.33398 5.30409 0.1134
H 0.90750 -6.62733 3.23110 0.1121
H 1.16922 -5.57070 1.04683 0.0951
H 4.27836 -4.05685 1.47290 0.1101
H 6.69237 -3.78542 1.10628 0.1132
H 7.53766 -1.91990 -0.27823 0.1136
H 5.96185 -0.28739 -1.25110 0.1146
H 3.52251 -0.57808 -0.93046 0.0985
N -0.95063 3.33420 5.54538 0.2046
C -0.72152 2.61825 4.67769 -0.1483
C -0.45925 1.72836 3.58586 -0.1811
C -1.50968 1.31413 2.76802 0.0316
C -1.22563 0.47339 1.71149 -0.1541
N 0.01278 0.04395 1.45089 -0.0510
C 1.01698 0.44438 2.22616 -0.1254
C 0.82796 1.28010 3.31030 0.0240
H -2.52139 1.64322 2.95700 0.1306
H -2.01367 0.13149 1.05548 0.0778
H 2.00710 0.10791 1.94810 0.1161
H 1.66502 1.58685 3.91996 0.1380
F -3.78780 2.39321 -3.24512 0.1030
C -2.72186 2.87659 -3.89694 -0.2052
C -1.48178 2.90999 -3.28538 -0.1350
C -0.43105 3.43856 -4.01955 -0.2325
F 0.78030 3.48894 -3.44132 0.0803
C -0.58278 3.92077 -5.30390 -0.1336
F 0.44622 4.42594 -5.97303 0.1435
C -1.84034 3.87279 -5.88767 -0.1240
F -2.01488 4.33079 -7.11566 0.1560
C -2.91284 3.34875 -5.18441 -0.1344
F -4.11695 3.30428 -5.74580 0.1385
Ge -1.01700 2.37465 -1.43359 0.7541
S 0.40313 0.70871 -1.61589 0.3411
C -0.23575 3.98646 -0.58203 -0.1364
C 0.75576 3.91390 0.37788 -0.2165
F 1.22264 2.71047 0.75422 0.0508
C 1.26518 5.03794 1.00043 -0.1336
F 2.21112 4.92545 1.93164 0.1297
C 0.76665 6.28415 0.65792 -0.1230
F 1.24252 7.36832 1.24781 0.1559
C -0.24485 6.39196 -0.28516 -0.1313
F -0.74219 7.58513 -0.58861 0.1446
C -0.73102 5.24500 -0.88393 -0.2235
F -1.74482 5.35902 -1.75275 0.1074
C -2.71587 2.01541 -0.44319 -0.1427
C -3.48571 0.94296 -0.86035 -0.2631
F -2.98797 0.13639 -1.81824 0.0490
C -4.73781 0.66548 -0.35361 -0.1342
F -5.43123 -0.38551 -0.78674 0.1351
C -5.25948 1.49764 0.62580 -0.1211
F -6.46358 1.26587 1.11809 0.1605
C -4.50534 2.55903 1.10061 -0.1424
F -4.98431 3.32637 2.07258 0.1455
C -3.24903 2.80180 0.56614 -0.2350
F -2.54888 3.81621 1.07898 0.1149
```

***

3.
Molecular formula: C3H3NS2
Method: DFT, ωB97M-V with the def2-TZVPD basis set

Computed properties:
Relative energy (zero: lowest compared OMol25 entry of this formula, charge and spin): 221.7 kJ/mol
Gap between HOMO and LUMO: 7.930 eV
Lowest unoccupied orbital energy: -1.54 eV
SMILES: CSC(=S)C#N

```
9
Properties=species:S:1:pos:R:3:nbo_charge:R:1
C -1.33987 -0.07593 0.20155 -0.8135
S -0.23762 -1.47196 -0.21755 0.3870
C 1.28200 -0.61214 -0.08584 -0.4787
S 2.73058 -1.24134 0.03339 0.1976
C 1.17432 0.83465 -0.27875 0.1716
N 1.58368 2.05022 -0.09458 -0.2231
H -2.38643 -0.51104 -0.37650 0.2426
H -1.19363 0.87367 -0.46915 0.2633
H -1.61304 0.15387 1.28741 0.2530
```

***

4.
Molecular formula: C23H18BrN8O5RuS2
Method: DFT, ωB97M-V with the def2-TZVPD basis set

Computed properties:
Relative energy (zero: lowest compared OMol25 entry of this formula, charge and spin): 0.0 kJ/mol
Multiplicity: 6
Gap between HOMO and LUMO (alpha / beta): 6.799 / 5.989 eV
Lowest unoccupied orbital energy (alpha / beta): -0.90 / -2.29 eV

```
58
Properties=species:S:1:pos:R:3:nbo_charge:R:1
Ru 1.25796 1.55517 -2.03616 1.3944
Br 1.84460 -6.94655 4.97359 0.0721
C 1.24237 -6.44371 3.25533 -0.0818
C 1.77620 -7.06881 2.13485 -0.2352
C 1.33082 -6.70523 0.88041 -0.1876
C 0.35616 -5.70690 0.73722 0.0551
C -0.17581 -5.08946 1.88026 -0.1713
C 0.26789 -5.46144 3.13438 -0.2447
N -0.01379 -5.37357 -0.54979 -0.1706
N -0.94884 -4.49381 -0.71357 -0.1405
C -0.76321 -3.21067 -1.05542 0.0872
C -1.92729 -2.43442 -1.20850 -0.1392
C -1.89618 -1.08243 -1.51230 -0.2397
C -0.68229 -0.44917 -1.69732 0.3194
O -0.56484 0.84139 -2.02261 -0.6969
C 0.51434 -1.19820 -1.56071 0.1735
N 1.66711 -0.48593 -1.75015 -0.4659
C 2.83135 -1.10230 -1.68352 0.0899
C 2.92081 -2.47027 -1.41463 -0.2677
C 1.77710 -3.19937 -1.19591 -0.0960
C 0.52039 -2.57249 -1.25540 -0.1153
H 2.52829 -7.83646 2.25026 0.2331
H 1.72129 -7.18291 -0.00819 0.2299
H -0.94366 -4.33535 1.77351 0.2244
H -0.14260 -4.99688 4.02017 0.2326
H -2.87379 -2.93530 -1.05912 0.2337
H -2.80948 -0.51024 -1.58831 0.2477
H 3.71359 -0.49913 -1.84815 0.2291
H 3.89435 -2.93649 -1.37949 0.2373
H 1.84267 -4.25676 -0.98857 0.2461
O -0.79674 6.30735 0.85515 -0.6831
C -0.57104 5.35349 1.74637 0.7868
O -0.86671 5.47811 2.90795 -0.5917
C 0.06159 4.09510 1.26218 -0.2578
C 0.38004 3.06164 2.11831 0.0726
N 0.90347 2.08009 1.37793 -0.2869
N 0.93697 2.39123 0.08093 -0.3026
C 0.42823 3.61448 -0.01108 0.0441
C 0.23971 4.19508 -1.38256 0.7875
O -0.24494 5.31483 -1.51194 -0.6461
O 0.56791 3.43665 -2.37150 -0.6749
H -0.53449 6.01922 -0.06065 0.5098
H 0.24000 2.98330 3.18222 0.2540
H 1.21902 1.17626 1.68325 0.4245
S 5.89562 2.12891 -2.33231 -0.0268
C 4.31622 2.05057 -2.30502 0.1979
N 3.13197 1.97368 -2.28529 -0.6639
C -3.59125 5.20187 -0.01020 -0.4337
N -3.18235 4.00967 0.70776 -0.5978
C -2.74316 2.87843 0.13780 0.3198
N -2.57212 2.90688 -1.20114 -0.8214
S -2.46564 1.49119 1.05054 -0.3674
H -3.97604 5.92000 0.70753 0.2314
H -4.37861 4.96875 -0.73096 0.1983
H -2.75730 5.67114 -0.53397 0.2116
H -3.30322 3.96526 1.70494 0.4260
H -2.53300 3.78622 -1.69347 0.4007
H -2.06967 2.12830 -1.60497 0.4360
```

***

5.
Molecular formula: C4H10N2
Method: DFT, ωB97M-V with the def2-TZVPD basis set

Computed properties:
Relative energy (zero: lowest compared OMol25 entry of this formula, charge and spin): 274.9 kJ/mol
Gap between HOMO and LUMO: 9.716 eV
Lowest unoccupied orbital energy: 1.08 eV
SMILES: NC/C=C/CN

```
16
Properties=species:S:1:pos:R:3:nbo_charge:R:1
N -0.22970 -0.35769 2.59676 -0.8310
C -1.18015 -0.80616 1.68917 -0.2696
C -0.70209 -0.63313 0.32757 -0.1953
C 0.03561 0.36048 -0.21354 -0.2264
C 0.88469 0.30970 -1.52260 -0.2288
N 0.68902 1.30626 -2.48983 -0.8647
H 0.53030 -0.92242 2.94026 0.3635
H 0.27814 0.20828 1.95302 0.3536
H -2.06342 -0.12629 1.76491 0.1994
H -1.35735 -1.91903 1.78904 0.1986
H -0.80933 -1.52415 -0.37414 0.1965
H 0.08228 1.37243 0.29901 0.1918
H 1.82665 0.38575 -0.94911 0.1644
H 1.07547 -0.69747 -2.01135 0.1874
H 0.00591 1.98254 -2.33705 0.3770
H 0.93397 1.06090 -3.46212 0.3836
```

***

6.
Molecular formula: C7H17NO
Method: DFT, ωB97M-V with the def2-TZVPD basis set

Computed properties:
Relative energy (zero: lowest compared OMol25 entry of this formula, charge and spin): 527.7 kJ/mol
Gap between HOMO and LUMO: 8.294 eV
Lowest unoccupied orbital energy: 0.17 eV

```
26
Properties=species:S:1:pos:R:3:nbo_charge:R:1
C -0.85296 0.54072 0.81401 0.3470
C 0.32587 -1.03659 -0.09877 0.0122
C 1.13004 -1.88737 -2.42497 -0.2509
C 1.91071 0.65192 -0.49225 -0.4580
C -2.04742 0.67602 -0.10177 -0.6893
C -1.15010 -0.30490 2.04152 -0.6876
C -0.27256 1.87567 1.21967 -0.6821
N 0.55028 0.18418 -0.68176 -0.4204
O 1.10246 -2.36646 -1.15080 -0.7044
H -0.62312 -1.50943 -0.31138 0.2155
H 0.92104 -1.36132 0.75328 0.1835
H 0.47966 -2.44353 -3.12260 0.1487
H 0.79231 -0.80687 -2.44662 0.1621
H 2.16096 -1.84381 -2.83004 0.1435
H 2.21314 0.64954 0.56480 0.1819
H 2.01513 1.66196 -0.88875 0.2027
H 2.60608 -0.01652 -1.00988 0.2385
H -1.78259 1.21264 -1.00980 0.2443
H -2.82094 1.25115 0.41865 0.2249
H -2.47610 -0.29074 -0.36315 0.2210
H -1.61066 -1.25766 1.79246 0.2280
H -1.87432 0.23394 2.66203 0.2411
H -0.25868 -0.47535 2.64194 0.2273
H 0.64320 1.75992 1.79761 0.2199
H -0.08705 2.51675 0.36032 0.2281
H -0.99437 2.38615 1.86624 0.2226
```

***

Number 1: E -1204.5525 Ha. Number 2: E -6745.9648 Ha. Number 3: E -967.1315 Ha. Number 4: E -5166.8220 Ha. Number 5: E -267.8206 Ha. Number 6: E -406.7294 Ha.